# 1
The molecule C5H10N2O at a distorted geometry, computed with ωB97M-V with the def2-TZVPD basis set.

Last column: natural (NBO) charge in e.
Cartesian coordinates (Å):
H1 1.62092 2.20045 0.33748  0.33
N1 -1.23166 -1.59635 -1.14092  -0.86
H2 -0.84342 0.26972 2.16459  0.22
C1 0.43255 1.33403 -0.92051  0.15
N2 1.33616 2.16078 -0.63945  -0.62
C2 -0.39129 0.42833 0.09375  -0.32
H3 0.14536 -2.14027 0.93344  0.12
H4 0.84545 0.75558 1.84542  0.23
H5 -2.10721 -1.33656 -0.69803  0.39
H6 -1.42058 0.69602 -0.17082  0.22
C3 0.72409 -1.37564 0.37466  0.41
H7 0.62176 -0.83549 -1.68975  0.23
C4 -0.06441 -0.83296 -0.84172  -0.13
H8 -1.03849 -2.56884 -1.33974  0.38
H9 -0.42938 1.92038 1.64049  0.24
H10 0.05580 1.37262 -1.93998  0.17
C5 -0.19012 0.86353 1.52710  -0.63
O1 1.93446 -1.31533 0.46399  -0.54

Summary:
spin multiplicity = 1
HOMO-LUMO gap = 0.3539 Ha
F_max = 0.1217 hartree/bohr
energy relative to the best compared isomer or geometry (same formula, charge and spin) = 334.1 kJ/mol
SMILES string = [H]/N=C\[C@H](C)[C@H](N)C=O

=====

# 2
The molecule C5H10N2O, computed with ωB97M-V with the def2-TZVPD basis set.

Last column: natural (NBO) charge in e.
Cartesian coordinates (Å):
H1 -1.35696 -1.65588 0.24274  0.37
H2 -0.88529 -0.17781 -1.55712  0.22
C1 0.09756 0.06235 -1.16350  -0.53
C2 0.51186 -0.99351 -0.17006  0.11
H3 0.81575 0.08876 -1.97753  0.24
H4 1.00231 2.01251 -0.66159  0.18
N1 -0.42490 -2.00205 0.09884  -0.81
C3 1.73377 -0.98486 0.35973  0.03
N2 -0.75202 1.95404 0.24048  -0.41
H5 -2.75744 2.09364 0.58009  0.21
O1 2.66182 -0.02940 -0.00809  -0.70
H6 2.05724 -1.74617 1.06255  0.16
C4 0.10683 1.42675 -0.49594  0.16
H7 3.50984 -0.24311 0.38767  0.48
H8 -0.14260 -2.60262 0.86213  0.37
H9 -2.28648 0.48428 -0.04485  0.16
H10 -1.90144 0.98206 1.65104  0.21
C5 -1.98991 1.33096 0.59343  -0.45

Summary:
spin multiplicity = 1
HOMO-LUMO gap = 0.3113 Ha
F_max = 0.0187 hartree/bohr
energy relative to the best compared isomer or geometry (same formula, charge and spin) = 189.1 kJ/mol
SMILES string = C/N=C\C/C(N)=C\O

=====

# 3
A cluster of 2 separate species, C5H10N2O in total at a distorted geometry, computed with ωB97M-V with the def2-TZVPD basis set.

Last column: natural (NBO) charge in e.
Cartesian coordinates (Å):
N1 -1.24474 0.15523 0.65117  -0.46
N2 -2.75841 0.42385 0.47569  -0.47
H1 1.95932 1.78579 1.01438  0.20
H2 -2.95938 0.30183 -0.51834  0.34
C1 1.24787 -2.01394 -0.32901  -0.52
H3 -1.49598 2.10837 -0.12613  0.17
C2 1.72600 0.76846 0.75610  -0.38
H4 1.01081 -2.97711 -0.75246  0.19
H5 0.20335 -1.74581 -2.49319  0.48
H6 -1.88981 1.96143 1.66034  0.17
C3 -1.81417 1.46630 0.69727  -0.10
C4 1.00448 -0.87723 -0.98255  0.30
C5 1.13402 0.47160 -0.41552  -0.20
O1 0.40469 -0.84608 -2.21089  -0.68
H7 1.74297 -2.00832 0.62272  0.20
H8 1.01111 1.25496 -1.16149  0.21
H9 -1.11912 -0.26375 1.57086  0.35
H10 1.83698 0.03443 1.54104  0.19

Summary:
spin multiplicity = 1
HOMO-LUMO gap = 0.3423 Ha
F_max = 0.0451 hartree/bohr
energy relative to the best compared isomer or geometry (same formula, charge and spin) = 415.3 kJ/mol
SMILES string = C=CC(=C)O.C1NN1

=====

HOMO level
In order: -8.845 -7.692 -8.392
Unit: eV